No. 1
A gas-phase ion, C6H9N2 (charge +1), computed with wB97M-V/def2-TZVPD.

```
17
Properties=species:S:1:pos:R:3
H 1.426 -2.165 1.472
C 0.575 -0.733 0.150
N -0.341 -0.412 1.091
H -0.034 -0.838 1.891
C 0.361 1.345 -1.327
H 0.386 -0.788 -2.038
N 1.353 -1.824 0.431
C -0.904 1.156 -0.895
C 0.915 -0.125 -1.213
H 0.888 2.201 -1.430
H -1.731 0.398 2.377
C -1.626 1.443 0.349
H -2.379 2.199 0.686
H -1.338 0.240 -1.317
C -1.416 0.482 1.336
H 1.907 -0.276 -1.401
H 1.957 -2.303 -0.161
```

As for the strongest force on any atom: 5.37 eV Å⁻¹. The total charge is +1. The SMILES is [NH2+]=C1CC=CC=CN1. For the frontier orbital gap, the calculation gives 8.5 eV.

No. 2
A gas-phase ion, C6H9N2O (charge +1), computed with wB97M-V/def2-TZVPD.

```
18
Properties=species:S:1:pos:R:3
O 1.328 0.529 -1.213
H 0.749 -2.797 -1.471
H 2.375 1.624 0.545
N -0.193 -2.471 -1.286
C -0.703 1.014 0.779
H 2.156 0.493 1.978
C 0.635 0.561 0.610
C -1.747 0.457 0.097
C -0.348 -1.321 -0.874
H 1.148 1.988 1.845
C 0.888 -0.502 -0.364
H -0.857 1.857 1.390
H -2.700 0.868 0.237
H -1.803 -0.186 -1.824
C -1.683 -0.670 -0.868
N 1.703 1.241 1.333
H -2.497 -1.294 -0.682
H 1.552 -1.392 -0.233
```

As for the strongest force on any atom: 3.41 eV Å⁻¹. The total charge is +1. For the frontier orbital gap (spin up / spin down), the calculation gives 7.5 / 7.5 eV.